Formula: C5H11NO
Source: the OMol25 dataset
Level of theory: ωB97M-V with the def2-TZVPD basis set

Last column: Löwdin charge in e.
Cartesian coordinates (Å):
C  1.8533  1.4448  -2.6799  -0.0073
C  1.6583  0.7489  -1.5941  -0.1900
C  0.3525  0.1595  -1.1988  -0.1176
C  -0.3894  0.2718  -0.0716  -0.1362
C  -1.7208  -0.4695  0.0915  -0.2845
N  -2.7955  0.4636  0.5975  -0.0352
H  2.7636  1.9742  -2.9414  0.0560
H  1.1404  1.6471  -3.4326  0.0466
H  2.4651  0.4967  -0.9142  0.0990
H  -0.3122  -0.4534  -1.9558  0.1338
H  -0.1361  0.8092  0.7459  0.0612
H  -2.1294  -0.5680  -1.0170  0.1208
H  -1.4455  -1.4719  0.5301  0.1234
H  -2.8917  0.0958  1.6516  0.1172
H  -2.4155  1.3657  0.6045  0.0138
O  1.2678  -2.1285  3.4262  -0.0754
H  1.6089  -1.5244  4.1170  0.0432
H  1.1262  -2.8615  4.0412  0.0312

**HOMO level**: -0.323 hartree
**ΔE to the lowest compared entry with this formula, charge and spin**: 87.2 kcal per mole
**Gap between HOMO and LUMO**: 0.3487 Eh
**Charge**: 0
**Spin multiplicity**: 1
**SMILES**: C=C/C=C/CN.O